(1)
{"formula": "C31H39IN5O2SSi2Zr", "method": "the ωB97M-V functional and the def2-TZVPD basis", "symbols": ["Zr", "C", "C", "N", "C", "C", "C", "O", "C", "C", "N", "C", "C", "C", "C", "C", "C", "I", "C", "O", "H", "H", "H", "H", "H", "H", "H", "H", "H", "H", "H", "H", "C", "Si", "C", "C", "N", "C", "C", "C", "C", "C", "C", "N", "Si", "C", "C", "C", "H", "H", "H", "H", "H", "H", "H", "H", "H", "H", "H", "H", "H", "H", "H", "H", "H", "H", "H", "H", "H", "H", "S", "C", "N", "C", "C", "C", "C", "H", "H", "H", "H", "H"], "xyz": [[0.08896, -0.46011, 0.17479], [-0.55684, 0.39025, -4.10499], [-1.84180, -0.01579, -3.45194], [-2.96903, 0.25196, -4.07702], [-4.14143, -0.07441, -3.51714], [-4.25878, -0.63996, -2.27086], [-5.62498, -0.89690, -1.68528], [-5.81531, -2.24255, -1.26577], [-3.06519, -0.91182, -1.56680], [-3.14103, -1.39081, -0.20851], [-2.20840, -1.31099, 0.68296], [-2.60364, -1.71670, 1.99142], [-3.80519, -1.28488, 2.54991], [-4.16324, -1.65646, 3.83435], [-3.32121, -2.45681, 4.59226], [-2.11487, -2.88487, 4.06011], [-1.77350, -2.50906, 2.77347], [0.03489, -3.15834, 1.94639], [-1.83833, -0.65083, -2.18283], [-0.69556, -0.98301, -1.60016], [-0.74425, 1.24600, -4.74933], [-0.17093, -0.41966, -4.72649], [0.20304, 0.63993, -3.36572], [-5.02772, 0.15757, -4.09727], [-6.38344, -0.59949, -2.41275], [-5.78259, -0.28606, -0.79380], [-5.86398, -2.80752, -2.04405], [-4.09605, -1.82636, 0.08189], [-4.44553, -0.62619, 1.97608], [-5.09916, -1.30769, 4.24913], [-3.59444, -2.74348, 5.59823], [-1.44886, -3.50635, 4.64252], [-2.98952, 2.40795, 0.40994], [-1.28837, 2.33255, 1.19071], [-1.36480, 1.24399, 2.73958], [-0.72163, 4.01863, 1.75651], [-0.15701, 1.53850, 0.09884], [0.84057, 2.17357, -0.69071], [0.78996, 3.50633, -1.06898], [1.81001, 4.07073, -1.82776], [2.88516, 3.29601, -2.22073], [2.93451, 1.95012, -1.87071], [1.92200, 1.36639, -1.11700], [1.87751, -0.00278, -0.77319], [2.81447, -1.22515, -1.58998], [2.56599, -1.23957, -3.44064], [2.16479, -2.85442, -0.88543], [4.64703, -1.16357, -1.20470], [-3.76468, 2.51628, 1.17298], [-3.19899, 1.50584, -0.16895], [-3.07692, 3.25705, -0.27138], [-2.36334, 1.25139, 3.18046], [-0.67261, 1.64646, 3.48169], [-1.10578, 0.18889, 2.64701], [-1.20809, 4.24426, 2.70935], [-0.97680, 4.81900, 1.06334], [0.35730, 4.03360, 1.92277], [-0.06262, 4.10824, -0.78672], [1.75230, 5.11225, -2.11394], [3.68346, 3.72466, -2.81179], [3.76875, 1.34476, -2.20097], [1.55466, -1.56498, -3.68342], [3.26516, -1.94168, -3.90133], [2.72518, -0.26129, -3.89688], [1.07723, -2.96305, -0.95530], [2.49096, -3.02087, 0.14621], [2.57662, -3.67474, -1.47862], [5.15919, -0.32972, -1.68473], [5.11692, -2.08310, -1.56343], [4.82819, -1.10067, -0.12175], [1.69005, 0.31190, 2.51133], [3.30891, -0.19565, 2.41462], [4.25393, 0.74447, 2.15179], [5.58640, 0.51735, 2.14796], [6.06387, -0.73475, 2.38802], [5.13299, -1.76315, 2.61843], [3.78705, -1.50359, 2.62144], [3.89863, 1.67417, 1.95886], [6.21548, 1.37046, 1.94125], [7.12639, -0.92132, 2.38764], [5.48369, -2.76974, 2.80534], [3.06422, -2.28064, 2.83021]], "total_charge": 1, "de_lowest_kj_mol": 0.0, "lumo_energy_ev": -3.260, "orbital_gap_ev": 6.444}



(2)
{"formula": "C6H17NO", "method": "the ωB97M-V functional and the def2-TZVPD basis", "symbols": ["C", "C", "C", "C", "C", "C", "N", "H", "H", "H", "H", "H", "H", "H", "H", "H", "H", "H", "H", "H", "H", "H", "O", "H", "H"], "xyz": [[2.41488, 0.64981, -2.62039], [1.04581, 0.11071, -2.25275], [0.14739, 1.22814, -1.58365], [0.18256, 1.24750, -0.07179], [-0.64857, 0.11471, 0.50472], [-2.04417, 0.70658, 0.89608], [0.26681, -0.45612, 1.53684], [2.53707, 1.69030, -2.19954], [3.21925, -0.04950, -2.45544], [2.36452, 1.07590, -3.64256], [0.51850, -0.20607, -3.20961], [1.11883, -0.82328, -1.66709], [0.33994, 2.21101, -1.99068], [-0.90529, 1.12536, -1.84801], [1.25261, 1.35402, 0.41153], [-0.12598, 2.26226, 0.14095], [-0.91301, -0.73877, -0.21940], [-1.84669, 1.55538, 1.55969], [-2.80052, -0.00565, 1.33068], [-2.66803, 1.00211, -0.00014], [0.25611, 0.23986, 2.33601], [0.04900, -1.42080, 1.85583], [-1.05042, -2.97301, 2.88293], [-0.74094, -3.80877, 2.97594], [-1.70710, -2.83120, 3.56719]], "smiles": "CCCC[C@H](C)N.O", "de_lowest_kj_mol": 166.3, "lumo_energy_ev": 0.696, "orbital_gap_ev": 9.365}



(3)
{"formula": "C4H4BClO3S", "method": "the ωB97M-V functional and the def2-TZVPD basis", "symbols": ["Cl", "C", "C", "C", "S", "C", "H", "H", "H", "O", "B", "O", "O", "H"], "xyz": [[-0.61505, 0.52815, -1.97394], [-0.51113, -0.70007, -0.66483], [-1.67405, -1.55233, -0.53640], [-1.41573, -2.48012, 0.43505], [0.05488, -2.36088, 1.40535], [0.39007, -0.95683, 0.40434], [-2.69885, -1.44667, -1.05539], [-1.95309, -3.26611, 0.79369], [1.32893, -0.53239, 0.30490], [2.02591, 3.36042, 1.40642], [1.01544, 2.56786, 1.67655], [-0.15437, 2.46258, 2.45769], [0.13371, 1.81523, 1.07770], [2.54980, 3.82822, 2.05230]], "smiles": "Clc1ccsc1.OB1OO1", "de_lowest_kj_mol": 332.9, "lumo_energy_ev": 0.104, "orbital_gap_ev": 8.774}



(4)
{"formula": "C15H19N3O2S2", "method": "the ωB97M-V functional and the def2-TZVPD basis", "symbols": ["C", "H", "O", "C", "C", "C", "C", "C", "C", "N", "C", "N", "N", "C", "S", "C", "C", "C", "C", "C", "C", "O", "H", "H", "H", "H", "H", "H", "H", "H", "H", "H", "H", "S", "H", "H", "H", "H", "H", "H", "H"], "xyz": [[7.15802, 2.07004, -0.02910], [7.16585, 3.14383, -0.17452], [5.94999, 1.66432, -0.13427], [5.66373, 0.18104, -0.06333], [6.64888, -0.90166, -0.12670], [6.26388, -2.16428, 0.14592], [4.91404, -2.62420, 0.26774], [3.95414, -1.54966, -0.08381], [4.21310, -0.19206, -0.12578], [3.33361, 0.73202, -0.10599], [1.90052, 0.83816, -0.10029], [1.17362, -0.35932, -0.17754], [-0.01590, -0.46619, -0.22836], [-0.38587, 1.03014, -0.15416], [-2.05394, 1.47459, -0.39000], [-2.94813, -0.16009, -0.09454], [-4.34422, -0.10673, -0.33656], [-5.05283, 0.71455, 0.88954], [-6.42486, 0.94489, 0.55615], [-7.09581, -0.52480, 0.50040], [-6.35918, -1.21172, -0.87589], [-5.03917, -1.14443, -0.40469], [-6.61441, -2.13424, -0.87053], [-6.58887, -0.59642, -1.53603], [-8.13562, -0.37945, -0.08228], [-6.82605, -1.15521, 1.26711], [-6.98876, 1.09832, 1.49638], [-6.72306, 1.62887, -0.27517], [-4.66933, 1.73203, 1.01375], [-4.75071, 0.16366, 1.78496], [-4.56117, 0.76217, -1.35070], [-2.67572, -0.63166, 0.60324], [-2.44216, -0.69169, -1.01047], [0.90951, 1.96853, -0.24308], [3.63294, 1.65075, -0.13675], [2.98511, -1.67597, 0.07956], [4.79609, -3.54196, -0.01702], [7.12111, -2.77569, 0.40878], [7.63886, -0.37224, 0.03800], [7.55136, 1.83752, -0.88705], [7.72141, 1.72422, 0.96307]], "de_lowest_kj_mol": 1422.0, "lumo_energy_ev": 0.265, "orbital_gap_ev": 7.411}



Calculated molar mass (g mol⁻¹), listed in the same order as above: 820.1, 119.2, 178.4, 337.5